No. 1
This record from the OMol25 dataset describes a 8-piece molecular cluster, C22H44Br8N4O2 overall at a distorted geometry. The level of theory is ωB97M-V with the def2-TZVPD basis set.

Calculated values
E_HOMO   -8.96 eV
Charge   0
Structure (SMILES)   CN(C)C=O.CN(C)C=O.BrCCBr.BrCCBr.BrCCBr.BrCCBr.CCCC#N.CCCC#N
HOMO-LUMO gap   0.3355 Eh

Geometry (Å):
C (-1.73, 5.38, -4.96)
O (-0.66, 5.32, -5.53)
N (-2.18, 4.49, -4.05)
C (-3.45, 4.71, -3.33)
C (-1.30, 3.46, -3.56)
H (-2.45, 6.20, -5.12)
H (-3.89, 3.75, -3.10)
H (-4.13, 5.29, -3.95)
H (-3.27, 5.24, -2.39)
H (-0.70, 3.78, -2.70)
H (-1.86, 2.57, -3.27)
H (-0.65, 3.16, -4.38)
C (-2.06, -4.61, 0.24)
O (-2.43, -5.32, 1.15)
N (-2.87, -4.02, -0.66)
C (-2.36, -3.04, -1.60)
C (-4.27, -4.35, -0.74)
H (-0.99, -4.43, 0.03)
H (-1.27, -3.03, -1.56)
H (-2.71, -2.03, -1.34)
H (-2.71, -3.25, -2.61)
H (-4.45, -5.07, -1.54)
H (-4.59, -4.78, 0.21)
H (-4.88, -3.46, -0.89)
C (2.29, -0.29, -0.20)
C (1.19, -0.54, 0.83)
C (-0.21, -0.20, 0.35)
C (-0.44, 1.21, 0.04)
N (-0.67, 2.31, -0.18)
H (1.93, -0.37, -1.23)
H (3.06, -1.05, -0.10)
H (2.72, 0.70, -0.12)
H (1.42, -0.02, 1.75)
H (1.14, -1.60, 1.08)
H (-0.94, -0.50, 1.11)
H (-0.50, -0.74, -0.55)
C (-3.17, 1.84, 1.89)
C (-4.09, 1.92, 0.69)
C (-4.66, 3.31, 0.48)
C (-5.37, 3.44, -0.80)
N (-5.92, 3.52, -1.80)
H (-3.76, 1.76, 2.81)
H (-2.56, 2.73, 1.94)
H (-2.55, 0.95, 1.87)
H (-4.85, 1.14, 0.70)
H (-3.50, 1.68, -0.20)
H (-3.92, 4.11, 0.55)
H (-5.41, 3.59, 1.24)
Br (6.96, 5.59, -1.29)
C (6.45, 3.95, -2.21)
C (5.21, 3.40, -1.56)
Br (4.92, 1.61, -2.24)
H (7.31, 3.30, -2.11)
H (6.28, 4.20, -3.25)
H (4.32, 3.94, -1.88)
H (5.25, 3.41, -0.48)
Br (1.20, -2.85, 3.66)
C (2.01, -4.31, 2.65)
C (3.38, -3.86, 2.20)
Br (4.11, -5.26, 1.02)
H (1.36, -4.47, 1.80)
H (2.05, -5.18, 3.29)
H (4.10, -3.74, 2.99)
H (3.35, -2.98, 1.57)
Br (9.75, -1.41, 1.33)
C (8.16, -0.39, 0.92)
C (7.21, -0.34, 2.11)
Br (5.36, -0.43, 1.47)
H (7.68, -0.84, 0.06)
H (8.48, 0.60, 0.60)
H (7.28, 0.59, 2.65)
H (7.31, -1.23, 2.73)
Br (-3.04, -1.80, 2.04)
C (-4.09, -3.10, 3.03)
C (-3.19, -3.94, 3.91)
Br (-4.03, -5.60, 4.32)
H (-4.61, -3.72, 2.31)
H (-4.78, -2.52, 3.63)
H (-2.90, -3.37, 4.80)
H (-2.24, -4.13, 3.41)



No. 2
This record from the OMol25 dataset describes C22H44Cl22N5O15V as an isolated structure at a distorted geometry. The level of theory is ωB97M-V with the def2-TZVPD basis set.

Calculated values
E_HOMO (spin up / spin down)   -3.24 / -3.23 eV
Multiplicity   3
Charge   -2
HOMO-LUMO gap (spin up / spin down)   0.2166 / 0.2166 Eh

Geometry (Å):
V (-2.99, -0.79, -0.88)
N (-2.44, -4.14, -0.34)
O (-1.54, -4.92, -0.60)
O (-3.55, -4.60, -0.16)
O (-2.34, -2.91, -0.44)
N (-3.74, 1.69, -1.93)
O (-2.82, 1.01, -2.22)
O (-4.05, 2.78, -2.36)
O (-4.28, 1.01, -1.09)
N (-0.54, -0.28, -0.01)
O (-1.61, -0.16, 0.56)
O (0.54, 0.01, 0.46)
O (-0.79, -0.72, -1.13)
N (-5.58, -1.86, 0.96)
O (-6.45, -1.07, 1.23)
O (-4.53, -1.51, 0.50)
O (-5.73, -3.04, 1.02)
N (-5.03, -2.57, -2.81)
O (-4.15, -1.70, -2.55)
O (-5.31, -3.29, -1.88)
O (-5.66, -2.56, -3.84)
Cl (3.15, -2.39, -3.45)
C (2.28, -1.38, -2.30)
C (3.28, -0.53, -1.48)
Cl (4.05, -1.84, -0.51)
H (1.70, -2.05, -1.66)
H (1.57, -0.86, -2.94)
H (2.78, 0.08, -0.72)
H (4.02, 0.03, -2.04)
Cl (-4.03, 5.00, 5.03)
C (-2.95, 4.29, 3.78)
C (-1.84, 3.30, 4.32)
Cl (-0.81, 4.00, 5.60)
H (-2.63, 5.14, 3.18)
H (-3.61, 3.76, 3.09)
H (-1.11, 3.05, 3.55)
H (-2.23, 2.33, 4.63)
Cl (4.75, -3.86, 3.31)
C (3.35, -4.37, 2.28)
C (2.21, -3.38, 2.41)
Cl (1.11, -3.63, 1.01)
H (3.01, -5.32, 2.70)
H (3.78, -4.63, 1.31)
H (2.62, -2.36, 2.39)
H (1.63, -3.56, 3.31)
Cl (2.66, 6.58, -1.35)
C (3.70, 5.59, -2.31)
C (4.10, 4.23, -1.75)
Cl (2.67, 3.21, -1.73)
H (4.59, 6.22, -2.40)
H (3.29, 5.54, -3.32)
H (4.50, 4.32, -0.74)
H (4.81, 3.68, -2.37)
Cl (0.77, 1.68, -4.80)
C (2.05, 1.91, -6.03)
C (3.18, 2.82, -5.64)
Cl (2.58, 4.46, -5.75)
H (1.46, 2.08, -6.93)
H (2.54, 0.94, -6.16)
H (3.78, 2.61, -6.53)
H (3.67, 2.47, -4.73)
Cl (0.03, 0.04, 5.40)
C (-1.06, -0.46, 4.17)
C (-0.98, -1.92, 4.05)
Cl (-2.20, -2.40, 2.85)
H (-0.78, 0.05, 3.25)
H (-2.10, -0.19, 4.38)
H (-1.16, -2.38, 5.03)
H (-0.04, -2.15, 3.56)
Cl (2.45, 3.75, 3.67)
C (3.99, 3.15, 3.07)
C (4.67, 4.29, 2.37)
Cl (5.16, 5.45, 3.67)
H (3.76, 2.44, 2.28)
H (4.52, 2.67, 3.90)
H (4.05, 4.86, 1.68)
H (5.56, 3.90, 1.87)
Cl (-3.88, -0.13, 6.41)
C (-5.59, 0.23, 5.93)
C (-5.81, -0.07, 4.47)
Cl (-4.56, 0.83, 3.44)
H (-5.61, 1.30, 6.16)
H (-6.29, -0.30, 6.56)
H (-6.79, 0.34, 4.24)
H (-5.67, -1.13, 4.25)
Cl (-2.14, 3.28, 0.59)
C (-0.61, 3.77, -0.21)
C (0.46, 4.14, 0.82)
Cl (-0.13, 5.41, 1.93)
H (-0.80, 4.56, -0.94)
H (-0.35, 2.84, -0.72)
H (1.30, 4.55, 0.25)
H (0.79, 3.26, 1.37)
Cl (-0.93, -0.93, -5.07)
C (-0.06, -2.47, -5.22)
C (-0.97, -3.71, -5.36)
Cl (-2.13, -3.99, -4.05)
H (0.58, -2.59, -4.34)
H (0.66, -2.45, -6.04)
H (-0.32, -4.58, -5.37)
H (-1.46, -3.82, -6.32)
Cl (2.06, -5.45, -3.83)
C (2.06, -5.61, -2.01)
C (3.08, -6.64, -1.66)
Cl (3.05, -6.73, 0.04)
H (1.10, -5.97, -1.65)
H (2.21, -4.60, -1.61)
H (4.11, -6.43, -1.96)
H (2.90, -7.63, -2.07)



No. 3
This record from the OMol25 dataset describes C22H44CrN2Si4 as an isolated structure at a distorted geometry. The level of theory is ωB97M-V with the def2-TZVPD basis set.

Calculated values
E_HOMO (spin up / spin down)   -5.97 / -6.55 eV
Multiplicity   5
Charge   0
HOMO-LUMO gap (spin up / spin down)   0.1862 / 0.2036 Eh

Geometry (Å):
C (4.13, 1.42, -4.42)
C (4.99, 0.16, -4.26)
H (3.57, 1.40, -5.36)
H (4.74, 2.32, -4.41)
H (3.40, 1.50, -3.61)
H (4.38, -0.73, -4.10)
H (5.60, -0.01, -5.16)
H (5.67, 0.26, -3.41)
C (-2.77, 0.16, -2.13)
C (-4.14, 0.08, -2.30)
C (-4.79, -1.13, -2.02)
C (-4.03, -2.21, -1.58)
H (-2.20, 1.06, -2.32)
H (-4.69, 0.95, -2.65)
H (-5.86, -1.23, -2.15)
H (-4.52, -3.15, -1.36)
N (-2.04, -0.88, -1.70)
C (-2.65, -2.06, -1.43)
C (-1.77, -3.15, -0.96)
N (-0.44, -2.84, -0.87)
C (0.41, -3.79, -0.45)
C (-1.35, -5.40, -0.21)
C (0.00, -5.08, -0.11)
H (1.45, -3.49, -0.39)
H (0.74, -5.80, 0.22)
C (-2.24, -4.42, -0.64)
H (-3.29, -4.65, -0.72)
H (-1.71, -6.39, 0.05)
Cr (0.08, -0.91, -1.39)
C (2.07, -1.19, -1.01)
H (2.39, -2.01, -1.67)
H (2.14, -1.48, 0.04)
H (2.69, -0.31, -1.19)
C (1.96, 2.37, -1.18)
Si (0.50, 2.51, -0.02)
C (0.95, 3.76, 1.30)
C (-0.83, 3.34, -1.04)
Si (-0.13, 0.45, 0.79)
Si (1.55, 0.15, 2.33)
C (1.26, 1.13, 3.89)
C (1.55, -1.64, 2.90)
C (3.29, 0.60, 1.78)
Si (-2.12, 0.73, 1.88)
C (-2.10, 2.22, 3.01)
C (-3.61, 1.01, 0.83)
C (-2.45, -0.80, 2.88)
H (2.20, 3.37, -1.58)
H (1.67, 1.71, -2.02)
H (2.84, 1.97, -0.66)
H (1.21, 4.72, 0.81)
H (0.10, 3.93, 1.99)
H (1.83, 3.41, 1.87)
H (-1.00, 2.76, -1.96)
H (-1.76, 3.45, -0.45)
H (-0.47, 4.34, -1.35)
H (0.32, 0.78, 4.37)
H (2.10, 0.95, 4.60)
H (1.20, 2.21, 3.69)
H (1.76, -2.33, 2.06)
H (2.33, -1.77, 3.68)
H (0.56, -1.89, 3.33)
H (3.62, 0.02, 0.91)
H (3.34, 1.68, 1.55)
H (3.99, 0.40, 2.62)
H (-1.99, 3.14, 2.40)
H (-3.06, 2.28, 3.55)
H (-1.28, 2.17, 3.75)
H (-3.82, 0.08, 0.28)
H (-4.49, 1.22, 1.48)
H (-3.46, 1.87, 0.15)
H (-2.51, -1.68, 2.20)
H (-1.63, -0.96, 3.61)
H (-3.41, -0.69, 3.43)



No. 4
This record from the OMol25 dataset describes C22H44F5IrNO2PS2Sb as an isolated structure. The level of theory is ωB97M-V with the def2-TZVPD basis set.

Calculated values
E_HOMO (spin up / spin down)   -14.10 / -14.10 eV
Multiplicity   2
Charge   +2
HOMO-LUMO gap (spin up / spin down)   0.2902 / 0.2385 Eh

Geometry (Å):
Ir (0.84, 0.66, -1.52)
C (-1.42, -1.24, 5.33)
C (-2.00, -1.76, 4.02)
C (-2.63, -3.14, 4.20)
C (-3.01, -0.79, 3.42)
Sb (-0.36, -1.98, 2.56)
C (0.89, -0.18, 2.50)
C (0.02, 1.06, 2.63)
C (1.66, -0.12, 1.18)
C (1.88, -0.27, 3.67)
C (0.86, -3.78, 2.89)
C (1.18, -3.87, 4.38)
C (2.13, -3.68, 2.06)
C (0.02, -4.97, 2.42)
H (-2.24, -1.17, 6.05)
H (-0.99, -0.24, 5.23)
H (-0.67, -1.91, 5.76)
H (-3.48, -3.03, 4.87)
H (-1.94, -3.85, 4.66)
H (-3.00, -3.55, 3.26)
H (-3.84, -0.69, 4.12)
H (-3.41, -1.15, 2.47)
H (-2.60, 0.21, 3.27)
H (-0.76, 1.11, 1.87)
H (0.65, 1.95, 2.53)
H (-0.46, 1.12, 3.61)
H (0.95, 0.30, 0.42)
H (2.07, -1.06, 0.82)
H (2.47, 0.61, 1.27)
H (1.37, -0.36, 4.63)
H (2.46, 0.66, 3.70)
H (2.59, -1.09, 3.57)
H (1.76, -3.02, 4.74)
H (1.78, -4.77, 4.54)
H (0.28, -3.98, 4.99)
H (2.77, -2.84, 2.35)
H (1.92, -3.61, 0.99)
H (2.71, -4.59, 2.21)
H (-0.91, -5.08, 2.98)
H (0.60, -5.88, 2.58)
H (-0.22, -4.91, 1.36)
C (1.61, 4.61, -5.08)
C (1.44, 5.30, -3.74)
C (0.52, 6.49, -3.77)
O (0.96, 4.33, -2.70)
P (-0.11, 3.22, -2.83)
S (-0.48, 2.50, -0.97)
S (0.64, 1.47, -3.64)
O (-1.27, 3.87, -3.61)
C (-2.56, 3.37, -4.17)
C (-3.32, 2.58, -3.14)
C (-2.30, 2.64, -5.47)
H (2.05, 5.32, -5.78)
H (0.65, 4.30, -5.49)
H (2.28, 3.75, -5.00)
H (2.41, 5.57, -3.33)
H (-0.45, 6.24, -4.19)
H (0.97, 7.27, -4.38)
H (0.38, 6.89, -2.76)
H (-3.07, 4.32, -4.37)
H (-2.82, 1.63, -2.92)
H (-4.31, 2.34, -3.55)
H (-3.46, 3.14, -2.22)
H (-1.79, 1.69, -5.29)
H (-1.71, 3.25, -6.15)
H (-3.25, 2.43, -5.95)
C (4.01, -2.36, -3.10)
C (3.03, -1.45, -2.53)
N (2.25, -0.73, -2.09)
H (3.50, -3.06, -3.75)
H (4.51, -2.90, -2.30)
H (4.74, -1.79, -3.67)
F (-1.65, -0.33, -2.37)
C (-0.70, -0.62, -1.46)
F (-1.31, -0.51, -0.22)
C (-0.40, -2.13, -1.62)
F (-1.51, -2.84, -1.43)
F (0.07, -2.39, -2.83)
F (0.51, -2.53, -0.70)



No. 5
This record from the OMol25 dataset describes C22H44N3O2P3Ru as an isolated structure at a distorted geometry. The level of theory is ωB97M-V with the def2-TZVPD basis set.

Calculated values
E_HOMO (spin up / spin down)   -13.65 / -16.07 eV
Multiplicity   6
Charge   +3
HOMO-LUMO gap (spin up / spin down)   0.1532 / 0.0809 Eh

Geometry (Å):
Ru (0.41, -0.14, 0.92)
P (1.97, -1.07, 2.25)
P (1.75, 1.65, 0.29)
P (-0.40, -2.28, 0.17)
H (-0.43, 1.81, -8.57)
C (-1.38, 1.27, -8.45)
C (-2.51, 1.91, -8.13)
H (-2.54, 3.00, -7.98)
C (3.34, -2.00, 1.46)
C (2.96, 0.00, 3.36)
C (1.26, -2.23, 3.47)
C (1.00, 2.81, -0.91)
C (2.13, 2.88, 1.59)
C (3.42, 1.32, -0.42)
C (-1.68, -2.44, -1.14)
C (-1.26, -3.28, 1.46)
C (0.84, -3.44, -0.52)
H (-1.36, 0.19, -8.65)
H (-3.47, 1.38, -8.05)
H (4.04, -2.35, 2.23)
H (3.88, -1.34, 0.77)
H (2.96, -2.86, 0.90)
H (3.57, -0.63, 4.03)
H (2.27, 0.60, 3.97)
H (3.62, 0.66, 2.79)
H (1.86, -3.15, 3.53)
H (0.23, -2.49, 3.22)
H (1.26, -1.75, 4.46)
H (1.51, 3.78, -0.83)
H (-0.06, 2.93, -0.65)
H (1.08, 2.43, -1.93)
H (3.13, 3.30, 1.44)
H (2.03, 2.43, 2.59)
H (1.38, 3.67, 1.52)
H (3.85, 2.27, -0.75)
H (3.33, 0.65, -1.28)
H (4.07, 0.86, 0.33)
H (-2.10, -3.46, -1.15)
H (-1.26, -2.22, -2.13)
H (-2.50, -1.73, -0.93)
H (-2.05, -3.88, 0.99)
H (-1.74, -2.63, 2.20)
H (-0.56, -3.96, 1.96)
H (0.34, -4.23, -1.09)
H (1.43, -3.91, 0.28)
H (1.50, -2.89, -1.20)
C (-0.94, 0.52, -2.38)
C (0.30, 0.07, -2.96)
C (0.43, -0.10, -4.33)
C (-0.64, 0.19, -5.18)
C (-1.84, 0.67, -4.65)
C (-1.99, 0.87, -3.29)
O (-1.09, 0.62, -1.10)
H (1.51, -0.34, -0.23)
H (1.11, -0.16, -2.27)
H (1.38, -0.46, -4.72)
H (-0.53, 0.06, -6.25)
H (-2.68, 0.90, -5.32)
H (-2.90, 1.27, -2.86)
C (-1.25, 2.01, 5.70)
N (-1.68, 1.29, 4.51)
C (-2.91, 0.71, 4.45)
C (-3.30, 0.12, 3.29)
C (-2.42, 0.18, 2.18)
N (-1.10, 0.42, 2.38)
C (-0.72, 1.11, 3.52)
O (0.41, 1.58, 3.71)
N (-2.86, -0.09, 0.94)
H (-0.39, 1.51, 6.15)
H (-2.08, 2.03, 6.40)
H (-0.96, 3.02, 5.43)
H (-3.50, 0.78, 5.36)
H (-4.28, -0.32, 3.15)
H (-3.87, -0.17, 0.83)
H (-2.33, 0.24, 0.11)



No. 6
This record from the OMol25 dataset describes C22H44N3OP3PdS as an isolated structure at a distorted geometry. The level of theory is ωB97M-V with the def2-TZVPD basis set.

Calculated values
E_HOMO (spin up / spin down)   -17.92 / -17.91 eV
Multiplicity   5
Charge   +4
HOMO-LUMO gap (spin up / spin down)   0.2280 / 0.0852 Eh

Geometry (Å):
Pd (-1.69, -0.21, -0.78)
P (-0.46, -0.38, -2.93)
P (2.00, 2.15, -0.28)
P (-1.72, -2.13, 0.38)
H (0.25, 4.39, 1.60)
C (-0.46, 3.71, 2.08)
C (-0.09, 2.74, 2.93)
H (0.94, 2.56, 3.24)
C (-1.53, 0.64, -3.99)
C (1.25, 0.00, -3.38)
C (-0.68, -2.13, -3.31)
C (2.83, 3.10, 1.05)
C (3.49, 1.30, -0.98)
C (1.81, 3.51, -1.50)
C (-1.93, -1.72, 2.13)
C (-0.27, -3.18, 0.24)
C (-3.12, -3.20, -0.09)
H (-1.51, 3.84, 1.80)
H (-0.86, 2.16, 3.46)
H (-1.47, 0.34, -5.04)
H (-1.23, 1.70, -3.90)
H (-2.57, 0.55, -3.65)
H (1.37, -0.13, -4.46)
H (1.94, -0.66, -2.85)
H (1.49, 1.04, -3.13)
H (-0.78, -2.28, -4.40)
H (-1.59, -2.52, -2.82)
H (0.19, -2.69, -2.95)
H (3.43, 3.91, 0.61)
H (3.49, 2.41, 1.60)
H (2.09, 3.51, 1.74)
H (3.78, 1.76, -1.93)
H (3.28, 0.24, -1.13)
H (4.31, 1.39, -0.26)
H (2.70, 4.16, -1.48)
H (0.93, 4.10, -1.21)
H (1.65, 3.12, -2.51)
H (-2.64, -2.44, 2.56)
H (-2.33, -0.71, 2.22)
H (-0.96, -1.79, 2.63)
H (-0.48, -4.04, -0.40)
H (0.00, -3.53, 1.25)
H (0.58, -2.62, -0.16)
H (-3.70, -3.41, 0.81)
H (-2.71, -4.13, -0.51)
H (-3.77, -2.71, -0.84)
C (-4.52, 1.70, 0.48)
C (-5.57, 2.41, -0.16)
C (-6.26, 3.40, 0.53)
C (-5.90, 3.74, 1.84)
C (-4.78, 3.13, 2.43)
C (-4.08, 2.12, 1.76)
S (-4.04, 0.21, -0.22)
H (-0.06, -0.19, -1.30)
H (-5.85, 2.10, -1.17)
H (-7.10, 3.90, 0.03)
H (-6.48, 4.47, 2.39)
H (-4.45, 3.43, 3.42)
H (-3.23, 1.61, 2.21)
C (4.93, -3.97, -0.71)
N (4.13, -3.23, 0.26)
C (4.31, -3.43, 1.58)
C (3.55, -2.75, 2.49)
C (2.59, -1.86, 1.97)
N (2.41, -1.64, 0.68)
C (3.18, -2.31, -0.22)
O (3.04, -2.14, -1.45)
N (1.72, -1.22, 2.82)
H (5.99, -3.76, -0.56)
H (4.61, -3.67, -1.70)
H (4.78, -5.05, -0.56)
H (5.08, -4.16, 1.85)
H (3.65, -2.88, 3.56)
H (1.92, -1.24, 3.81)
H (1.21, -0.42, 2.45)



Respective E values: -21826.26941 -13334.79348 -3176.65836 -3051.09112 -2297.32187 -2652.69308 Eh.